Entry 1:
# C42H78N3O22P2S

A 5-piece molecular cluster, C42H78N3O22P2S overall (ωB97M-V/def2-TZVPD, the OMol25 dataset).

```
! RIJCOSX wB97M-V def2-TZVPD def2/J DEFGRID3
* xyz 1 1
S -5.309 7.623 -0.339
P -4.100 3.330 2.921
P 0.397 2.170 -2.214
O 2.044 5.020 1.534
O 8.638 -8.052 6.857
O -2.921 1.876 -0.611
O -4.493 3.939 4.191
O 7.538 -9.616 5.648
O -1.723 3.690 -1.557
O 5.166 -4.671 4.730
O 1.422 -0.355 -5.300
O 0.602 -4.688 -5.557
O 8.805 -10.119 7.450
O 1.155 3.135 0.580
O -6.315 8.617 -0.232
O 4.370 -2.649 4.112
O -4.239 8.062 -1.179
O 3.124 -3.909 5.342
O -5.256 2.837 -0.747
O 1.569 3.069 -2.359
O -5.940 6.247 -0.855
O -0.890 -3.472 -4.370
O -1.231 -5.636 -4.936
O 2.429 0.573 -7.099
O 0.532 -0.651 -7.249
N -2.785 4.216 2.162
N -0.815 4.442 0.997
N -1.767 2.296 1.324
C -1.851 -0.277 -2.470
C -4.474 4.746 -3.763
C -0.776 2.833 -0.913
C 1.422 -3.520 -5.646
C 1.701 1.584 5.165
C 2.889 -5.115 6.090
C 1.000 2.755 5.165
C 2.481 0.164 -4.495
C 0.341 0.235 0.700
C -3.372 6.363 1.052
C -2.858 5.675 2.341
C 4.301 -3.833 4.729
C 0.049 3.774 -0.015
C -1.113 -0.631 -1.155
C -6.398 1.053 0.348
C 5.617 -2.407 3.453
C -1.076 0.346 0.059
C -2.511 -5.605 -4.292
C 6.700 -6.647 6.393
C 2.400 1.929 2.939
C -3.190 -1.032 -2.694
C -3.882 1.025 -0.041
C 1.678 3.098 2.943
C 2.418 1.154 4.073
C 3.546 -5.049 7.452
C 8.438 -11.489 7.282
C -5.267 1.395 -0.650
C -1.616 1.789 -0.070
C 8.112 -7.024 6.003
C -3.156 5.511 -4.056
C -4.583 7.282 1.280
C 1.547 -0.076 -6.605
C -3.560 -4.979 -5.187
C -1.266 4.500 -2.642
C -2.270 5.683 -2.795
C 0.528 -0.473 -8.676
C -1.805 3.656 1.483
C 0.976 3.538 4.033
C -0.541 -4.499 -4.899
C 1.661 3.882 1.661
C 1.467 -1.448 -9.353
C 8.257 -9.292 6.558
H 1.809 -5.193 6.204
H -2.770 -6.642 -4.086
H -4.293 8.266 1.649
H -0.210 2.098 -3.489
H 7.388 -11.631 7.536
H 8.772 -6.166 6.126
H -2.638 4.950 -4.841
H 0.449 3.030 6.057
H -3.605 2.030 3.126
H -2.938 5.694 -1.933
H -4.012 1.094 1.045
H 8.169 -7.331 4.959
H 2.378 -3.824 -6.067
H 2.195 0.002 -3.458
H -1.279 3.997 -3.613
H -7.156 1.829 0.231
H -3.704 -0.037 -0.258
H -5.271 5.185 -4.368
H 0.496 0.951 1.506
H 3.282 -5.923 8.047
H 6.016 -7.483 6.239
H -1.213 -0.628 -3.290
H -2.562 6.997 0.674
H 2.925 1.630 2.038
H -3.557 5.921 3.143
H 3.413 -0.364 -4.689
H 8.630 -11.825 6.265
H 3.232 -4.149 7.984
H -1.690 -0.112 0.845
H 1.692 0.961 6.054
H -5.148 3.218 1.981
H -5.463 5.489 -0.477
H 9.049 -12.070 7.967
H 0.887 0.880 -1.956
H -3.278 -1.249 -3.759
H 5.502 -1.491 2.878
H -5.701 3.103 -1.559
H 1.151 0.216 -0.027
H 0.418 4.468 4.016
H -2.443 -5.089 -3.334
H 0.465 4.594 -0.606
H 6.656 -6.385 7.453
H -3.584 -5.481 -6.155
H -1.514 -1.589 -0.808
H -1.298 1.755 2.042
H -0.079 -0.864 -1.422
H 0.769 0.558 -8.933
H -4.747 4.831 -2.709
H 1.238 -2.472 -9.052
H -1.165 5.268 0.513
H -4.037 -0.407 -2.410
H -1.723 6.617 -2.925
H -6.048 1.147 1.381
H -1.983 0.792 -2.662
H 0.961 -2.791 -6.305
H -4.546 -5.049 -4.728
H -0.271 4.942 -2.534
H -3.556 5.630 0.257
H -3.211 -1.967 -2.130
H -6.807 0.052 0.202
H 1.384 -1.371 -10.436
H 3.221 -5.985 5.525
H 2.502 -1.253 -9.072
H 6.409 -2.267 4.187
H 2.965 0.218 4.055
H -5.427 0.937 -1.627
H -3.339 -3.928 -5.373
H -0.495 -0.658 -8.999
H -5.352 6.856 1.930
H 2.611 1.232 -4.661
H -4.414 3.690 -4.043
H -3.395 6.482 -4.493
H 6.346 -5.798 5.798
H 5.867 -3.220 2.775
H 1.595 -3.088 -4.662
H 0.359 -0.745 1.192
H -1.878 6.024 2.673
H 4.631 -5.009 7.362
*
```

Properties
HOMO-LUMO gap = 8.1037 eV
Electronic energy = -123739.8599 eV
LUMO energy = -3.5523 eV
Highest occupied orbital energy = -11.66 eV

Mulliken atomic charge list, values in e, 99 entries: 1.289 0.599 1.297 -0.529 -0.351 0.528 -0.685 -0.558 0.548 -0.682 -0.046 -0.381 -0.341 -0.117 -0.626 -0.193 -0.570 -0.335 -0.319 -0.918 -0.414 -0.529 -0.390 -0.560 -0.300 0.905 0.278 0.653 0.730 -0.517 -0.658 -0.482 -0.623 -0.192 -0.870 -0.815 -1.010 0.541 -1.415 0.715 -1.082 -2.524 -1.523 -0.693 0.538 -0.124 -0.537 -0.461 -1.477 -0.686 0.529 -0.481 -0.930 -0.635 -0.186 -0.003 -0.459 -1.065 -0.997 0.668 -1.063 -0.601 0.523 -0.301 -1.309 -0.288 0.744 0.374 -1.095 0.772 0.300 0.316 0.406 0.123 0.290 0.338 0.407 0.450 0.037 -0.858 -0.054 0.330 0.328 0.042 0.283 0.344 0.364 0.415 -0.255 0.357 0.305 0.206 0.524 0.452 0.778 0.409 0.297 0.334 0.984

---

Entry 2:
# C29H37BrN2O9

A 3-piece molecular cluster, C29H37BrN2O9 overall (ωB97M-V/def2-TZVPD, the OMol25 dataset).

```
! RIJCOSX wB97M-V def2-TZVPD def2/J DEFGRID3
* xyz 0 1
Br 3.936 4.119 -2.777
O 4.146 2.081 0.583
O -4.559 4.994 4.121
O -5.047 -4.214 2.041
O -3.535 -3.344 3.432
O -0.464 -3.882 -0.797
O 0.124 1.824 0.108
O -3.590 3.825 2.482
O -1.403 -0.386 1.531
O 4.460 4.280 0.765
N -1.746 -2.063 -0.076
N 1.276 2.255 2.220
C -2.661 3.532 4.621
C 4.126 3.068 1.264
C 1.376 -5.176 -2.925
C 0.746 2.040 1.224
C -3.715 4.224 3.772
C 2.259 2.386 -4.348
C 3.778 3.195 2.732
C 3.543 4.698 2.890
C 3.038 2.411 -3.027
C -4.450 -3.195 2.687
C 1.286 -1.516 -2.194
C -2.781 -1.744 -1.099
C 1.865 -0.259 -2.375
C 2.135 2.243 -1.814
C 4.450 5.273 1.805
C -4.228 -3.641 -0.226
C -0.601 -2.702 -0.744
C 1.720 -2.651 -3.082
C -1.143 -0.879 0.478
C -4.157 -2.170 -0.626
C 0.302 -1.602 -1.210
C -5.415 -3.962 0.684
C -1.664 3.028 3.578
C 1.521 -6.419 -2.056
C 1.534 0.878 -1.623
C -0.046 -0.494 -0.456
C 2.113 -3.957 -2.378
C 0.567 0.717 -0.650
C -2.564 2.823 2.367
H 1.682 -5.363 -3.955
H -4.337 -4.247 -1.125
H -3.039 1.840 2.364
H 3.819 1.659 -3.017
H -0.925 3.800 3.363
H -4.441 -1.543 0.222
H 1.521 -6.155 -1.002
H -6.151 -3.152 0.643
H -2.233 4.234 5.331
H 1.955 -3.898 -1.304
H 5.476 5.414 2.154
H -5.923 -4.859 0.348
H -2.755 -0.681 -1.350
H 4.088 6.207 1.385
H -4.915 -2.212 2.512
H 0.316 -4.917 -2.968
H 2.636 2.566 -0.904
H -1.129 2.127 3.865
H -2.534 -2.281 -2.017
H -3.314 -3.955 0.273
H 3.180 -4.129 -2.530
H 0.946 -2.823 -3.833
H 2.622 1.605 -5.012
H 0.689 -7.097 -2.239
H 2.502 4.932 2.662
H 2.619 -0.151 -3.141
H -2.044 2.963 1.422
H 2.420 -6.979 -2.307
H 1.296 2.930 -1.961
H 2.382 3.321 -4.884
H -4.889 -1.991 -1.414
H 1.195 2.245 -4.172
H -3.141 2.716 5.164
H 2.909 2.586 2.963
H 2.586 -2.286 -3.632
H 4.632 2.846 3.315
H 3.766 5.087 3.881
*
```

Properties
HOMO-LUMO gap = 9.3728 eV
Electronic energy = -122122.2811 eV
LUMO energy = -0.6654 eV
Structure (SMILES) = CCCCc1cc(C[C@@H](C)Br)c(OC#N)c2c1C(=O)N(CCCCOC=O)C2=O.O=C1CCCO1.O=C1CCCO1
Highest occupied orbital energy = -10.04 eV

Taken from the Mulliken analysis, the atomic charges in e are: -0.160 -0.629 -0.575 -0.370 -0.461 -0.543 -0.670 -0.378 -0.522 -0.324 0.601 -0.669 -0.496 0.635 -0.381 0.643 0.448 -1.156 -0.243 -0.407 -0.101 0.207 -0.269 -0.695 -0.219 -0.550 -0.526 -0.391 -0.394 -1.286 -0.254 -0.752 0.740 -0.782 -0.283 -1.437 0.491 0.763 -0.766 0.010 -0.034 0.506 0.459 0.087 0.599 0.146 0.321 0.325 0.373 0.315 0.344 0.272 0.337 0.427 0.363 0.357 0.227 -0.261 0.351 0.497 0.266 0.506 0.520 0.259 0.355 0.151 0.268 0.148 0.391 0.544 0.443 0.449 0.307 0.256 0.250 0.319 0.346 0.364

---

Entry 3:
# C18H17ClFNO4

One molecule with the formula C18H17ClFNO4 (ωB97M-V/def2-TZVPD, the OMol25 dataset).

```
! RIJCOSX wB97M-V def2-TZVPD def2/J DEFGRID3
* xyz 0 1
Cl -1.661 1.546 -0.672
F -4.524 2.602 3.343
O 2.502 -0.572 -3.124
O -0.937 -2.557 0.550
O -1.616 0.162 2.331
O 0.228 1.435 2.218
N 0.478 -0.795 0.415
C -3.181 1.657 0.136
C 4.589 -1.261 -2.070
C 2.479 -1.327 -0.901
C -1.946 2.483 2.175
C 5.225 -1.750 -0.940
C -5.555 1.371 0.115
C 4.502 -2.034 0.202
C 3.134 -1.821 0.213
C 0.991 -1.093 -0.901
C -5.623 1.815 1.423
C -4.335 1.291 -0.534
C -3.207 2.109 1.454
C 3.186 -0.268 -4.315
C -0.445 -1.555 1.022
C -4.452 2.171 2.067
C -0.846 -1.035 2.417
C 3.216 -1.047 -2.062
C -0.973 1.321 2.230
H 0.757 -0.273 -1.588
H 0.469 -1.991 -1.248
H -4.274 0.941 -1.552
H 3.671 -1.154 -4.737
H -1.496 -1.770 2.894
H 3.933 0.518 -4.162
H 0.049 -0.855 3.022
H 5.174 -1.050 -2.951
H 0.850 0.019 0.888
H -6.560 1.883 1.951
H 6.292 -1.911 -0.964
H -2.175 2.777 3.202
H -6.457 1.083 -0.403
H 2.425 0.088 -5.007
H 2.560 -2.049 1.099
H 4.997 -2.421 1.079
H -1.442 3.318 1.682
*
```

Properties
HOMO-LUMO gap = 9.1917 eV
Electronic energy = -43862.6165 eV
LUMO energy = 0.6920 eV
Structure (SMILES) = COc1ccccc1CNC(=O)COC(=O)Cc1c(F)cccc1Cl
Highest occupied orbital energy = -8.50 eV

Taken from the natural (NBO) analysis, the atomic charges in e are: 0.022 -0.323 -0.515 -0.615 -0.499 -0.622 -0.614 0.001 -0.313 -0.107 -0.532 -0.197 -0.177 -0.237 -0.183 -0.253 -0.280 -0.240 -0.114 -0.251 0.646 0.418 -0.164 0.377 0.832 0.215 0.249 0.232 0.177 0.223 0.176 0.207 0.215 0.429 0.234 0.213 0.265 0.224 0.201 0.215 0.213 0.255